Below is the molecule C25H31NO2, with properties calculated with ωB97M-V/def2-TZVPD.

The value obtained for the orbital gap is 9.518 eV. The calculation puts the energy relative to the best compared isomer or geometry (same formula, charge and spin) at 313.42 kJ/mol.

```
! RIJCOSX wB97M-V def2-TZVPD def2/J DEFGRID3
* xyz 0 1
H 0.068 -3.020 -0.490
H 2.781 -0.213 -2.446
C -2.270 1.766 1.319
H 0.530 -1.325 -2.255
C -0.351 -1.998 -0.411
H 2.382 -1.994 -0.754
C -5.149 -1.626 0.188
H 1.313 3.055 0.778
C -1.938 2.384 0.120
H -1.212 -3.399 1.723
C 1.932 -1.000 -0.634
C 5.090 -0.998 -1.297
H 2.369 1.017 -1.243
H -1.594 1.127 3.242
C 1.846 -0.673 0.855
H -2.816 -0.435 -2.296
H -5.177 0.257 -2.465
C -2.742 -2.067 1.219
C -3.836 -1.867 0.770
H -3.969 2.589 -0.548
H 4.746 -1.746 -1.998
C 4.219 0.005 -0.888
C -1.406 -2.307 1.735
C -3.227 0.244 -1.544
H -1.364 -2.017 -0.817
C 0.308 2.686 0.930
H -0.368 3.296 -1.008
H 1.309 -2.655 1.544
H 0.814 -1.329 2.625
H -5.198 0.732 -0.749
C 5.980 0.917 0.483
H 6.324 1.670 1.178
C 4.681 0.961 0.007
C -0.636 2.829 -0.071
C 0.898 -1.626 1.575
O -5.131 -1.282 -1.184
H 7.054 -1.831 -1.153
C -1.322 1.609 2.315
H -3.279 1.414 1.483
H 4.017 1.749 0.333
N -0.417 -1.565 0.972
C 6.389 -1.046 -0.824
H 0.075 -0.031 -1.134
C 0.515 -1.027 -1.205
H 2.835 -0.731 1.314
C 2.801 0.024 -1.380
C -0.035 2.079 2.127
H -5.736 -2.550 0.241
H -2.771 0.014 -0.575
H -1.363 -1.965 2.774
C 6.837 -0.088 0.070
C -2.959 2.550 -0.978
H 7.851 -0.123 0.440
H 1.464 0.341 0.970
C -4.753 0.041 -1.480
H 0.702 1.971 2.910
O -2.875 1.541 -1.973
H -2.778 3.480 -1.524
H -5.667 -0.844 0.770
*
```


Below is a structure of composition C25H32AsPRuSSi2, with properties calculated with ωB97M-V/def2-TZVPD.

The value obtained for the orbital gap (alpha / beta) is 6.827 / 5.812 eV. The calculation puts the energy relative to the best compared isomer or geometry (same formula, charge and spin) at 0.00 kJ/mol. As for the expectation value of S²: 0.76.

```
! RIJCOSX wB97M-V def2-TZVPD def2/J DEFGRID3
* xyz 1 2
Ru -0.303 -0.419 -0.571
H 1.326 5.299 2.963
C -4.555 0.163 -0.684
H 3.216 -3.678 -0.675
C -0.322 -5.598 1.366
H 0.711 5.977 -4.150
H -5.490 1.996 -0.077
H -2.783 -4.105 -0.147
C 2.719 -0.105 1.033
C -1.155 3.955 -2.181
H 4.293 -2.285 -0.582
C -3.377 -0.528 -0.914
P -0.441 2.016 -0.289
C -0.130 3.285 -1.521
As -0.017 -2.275 0.873
C -0.172 2.359 3.732
C 1.503 4.547 -2.762
C 0.476 5.222 -3.413
H 2.737 -3.893 2.372
H -2.027 -3.543 -1.649
C -0.847 4.923 -3.127
H 2.821 -2.199 -1.551
C 3.243 -2.590 -0.624
H -0.613 -6.604 1.053
H -0.944 0.952 2.317
C 1.203 3.576 -1.824
C 0.960 -4.946 -1.357
H 2.418 0.454 0.140
C 0.565 3.897 1.533
H -2.266 -5.267 -1.376
Si 2.381 -1.938 0.893
H 2.005 3.043 -1.325
C 2.940 -2.821 2.434
H 0.846 4.502 0.680
C -2.167 1.487 -0.321
H 1.872 -5.303 -0.876
Si -0.323 -4.450 -0.101
H 3.798 0.035 1.148
H 2.535 4.774 -2.993
H 2.439 -2.435 3.322
H -1.644 5.442 -3.641
C -3.357 2.172 -0.078
C 0.469 3.579 3.915
H 0.671 -5.668 1.814
H -1.022 -5.272 2.137
H -3.347 3.205 0.248
C 0.073 -0.975 -2.225
H 0.558 -5.768 -1.954
H -5.502 -0.340 -0.827
H -2.189 3.719 -1.970
C 0.835 4.346 2.819
S 0.350 -1.462 -3.657
C -0.070 2.674 1.348
H -3.397 -1.565 -1.223
H 0.677 3.934 4.915
C -2.176 0.145 -0.709
H 1.219 -4.136 -2.040
H -0.464 1.765 4.588
C -2.010 -4.324 -0.886
H 4.018 -2.694 2.566
H 2.226 0.347 1.895
C -4.549 1.494 -0.260
C -0.439 1.904 2.453
*
```


Below is a structure of composition C25H32B2N4O18Pb, with properties calculated with ωB97M-V/def2-TZVPD.

The value obtained for the orbital gap is 3.180 eV. The calculation puts the energy relative to the best compared isomer or geometry (same formula, charge and spin) at 834.72 kJ/mol.

```
! RIJCOSX wB97M-V def2-TZVPD def2/J DEFGRID3
* xyz -2 1
H -3.920 -3.028 -6.971
O 1.442 -5.608 -2.637
N -1.958 -0.961 -3.467
C -5.616 2.692 -0.291
O 1.368 -6.819 -4.549
B 2.270 -7.570 -5.366
C -4.690 -3.282 4.522
H 3.379 0.442 -4.234
H -5.091 -0.492 -6.467
O 5.237 -2.039 1.912
C 6.447 4.973 1.152
H -1.185 2.390 6.035
O 9.073 9.814 1.883
C -5.948 -3.314 3.611
H -4.015 5.009 1.834
C 1.179 3.935 6.525
H 2.072 4.543 6.674
H 5.268 -1.398 2.649
C -3.956 -2.443 -6.052
O 9.352 8.295 4.390
H -6.369 3.183 -0.907
H -7.994 -3.804 3.446
O 4.368 -6.519 -2.882
O 4.649 -0.785 -3.180
O 2.357 -7.180 -6.793
H -4.126 5.006 0.112
C 1.977 -6.299 -3.556
C 7.826 4.452 0.698
H -4.523 -4.322 4.800
H -7.354 -3.876 5.130
H -2.174 -1.259 -6.544
H -0.233 4.900 5.314
H 4.909 -0.129 -5.123
C 4.108 -0.347 -4.418
C -5.145 -1.474 -5.995
O 3.600 -7.529 -4.793
H -0.951 2.956 7.631
O 8.016 3.298 0.343
B 7.937 6.508 1.761
C -5.411 3.479 0.942
H 1.095 3.620 7.565
C 8.778 8.650 2.037
O 8.608 5.433 1.067
H -4.642 2.636 -0.778
C -2.862 3.632 0.923
O 5.430 4.267 1.045
N 1.602 1.746 5.129
Pb 2.267 -0.418 0.428
C -1.228 3.300 6.634
H -4.863 -2.659 5.400
O 2.647 -8.521 -8.748
C -0.157 4.447 6.302
O 8.264 7.831 1.122
H -2.236 3.707 6.556
O 8.352 6.665 3.150
H -6.987 -5.161 3.963
O 6.501 6.169 1.742
O 1.383 -10.454 -7.195
C -4.078 4.341 0.974
C -2.544 -1.980 -5.816
H -5.190 2.836 1.794
H -4.097 -3.217 -5.298
H -5.667 -3.725 2.641
C 1.469 2.713 5.735
C -2.245 -1.402 -4.516
C 3.464 -6.808 -3.657
H -6.126 -2.241 3.534
C 8.866 7.843 3.330
H -6.003 -1.770 -6.600
H -1.872 -2.838 -5.852
N -1.877 3.095 0.966
H 3.603 -1.169 -4.925
H -0.294 5.191 7.087
C 1.736 -9.369 -6.714
O 1.749 -8.934 -5.461
H -5.588 -1.225 -5.031
C -7.155 -4.091 4.080
N -2.719 -2.363 3.051
C 2.282 -8.275 -7.599
H -6.014 1.724 0.013
C -3.584 -2.784 3.658
H -6.245 4.157 1.125
*
```


Below is a structure of composition C25H32BF4MnN4OP, with properties calculated with ωB97M-V/def2-TZVPD.

The value obtained for the orbital gap (alpha / beta) is 6.773 / 7.446 eV. The calculation puts the energy relative to the best compared isomer or geometry (same formula, charge and spin) at 0.00 kJ/mol. As for the expectation value of S²: 8.76.

```
! RIJCOSX wB97M-V def2-TZVPD def2/J DEFGRID3
* xyz 0 6
H 2.730 -0.010 0.651
H -0.998 0.624 2.923
C -0.474 5.003 -3.079
N -0.273 0.021 2.551
C -0.141 2.241 -2.970
F 3.173 2.393 3.444
H 2.438 0.002 -0.928
H 0.209 2.351 -5.092
H -0.540 -0.990 -5.513
C 0.444 -2.285 2.149
H 0.712 -2.169 -3.876
H -0.030 4.805 -5.171
H -1.062 -3.852 0.053
H -4.895 0.563 -3.777
C 3.809 -1.104 -4.728
C -1.492 -0.668 -5.110
H 4.745 -1.481 -5.119
H 3.003 -2.156 -0.992
H 2.998 -2.175 0.757
H -1.470 -1.656 2.937
H 1.479 -1.966 2.272
H -1.467 -1.935 -1.506
N 2.149 -0.444 -0.062
C -1.198 -2.832 0.434
C -0.643 4.339 -1.873
C -0.506 2.162 -0.530
H -0.900 4.872 -0.966
P -0.106 0.406 -2.818
C -3.886 -0.512 -5.340
Mn 0.026 0.334 0.338
H 1.338 -3.752 -0.012
H -0.590 6.078 -3.130
H 4.519 0.907 -4.508
N -2.107 -0.641 -0.014
H -0.122 -1.488 4.048
C -2.783 0.466 -3.441
C -2.657 -0.939 -5.818
H 0.617 0.381 2.895
C 2.730 -1.962 -4.550
H 2.824 -3.011 -4.801
C -0.005 2.906 -4.185
B 2.918 1.457 2.480
H -2.599 -1.478 -6.755
F 2.579 0.195 3.078
C 1.117 -2.687 -0.183
H 2.394 1.767 -3.623
H -2.963 -2.472 -0.742
C 2.411 -1.889 -0.115
C -0.466 2.963 -1.818
N 0.087 -2.198 0.731
H -2.666 -0.047 -0.616
C 3.680 0.234 -4.388
C -3.944 0.202 -4.150
H -1.776 -2.919 1.356
F 4.005 1.233 1.628
H -2.566 -0.649 0.893
H -4.791 -0.722 -5.894
C 1.382 -0.127 -3.725
H 0.712 -2.597 -1.195
F 1.801 1.839 1.668
H -2.836 1.062 -2.534
C -1.995 -2.001 -0.552
O -1.307 2.518 0.338
C 1.535 -1.482 -4.040
C -0.155 4.284 -4.229
C -1.540 0.028 -3.906
H 0.368 -3.317 2.521
C -0.419 -1.366 3.004
C 2.477 0.720 -3.889
*
```


Below is a structure of composition C25H32Cl57FN2O6Si2, with properties calculated with ωB97M-V/def2-TZVPD.

The value obtained for the orbital gap is 8.535 eV.

```
! RIJCOSX wB97M-V def2-TZVPD def2/J DEFGRID3
* xyz 0 1
H -0.479 0.792 -3.720
C 4.230 2.389 -6.385
O 1.703 -3.480 0.401
H -0.293 -2.518 -2.513
H -7.032 3.042 2.173
Cl 8.512 2.174 -1.582
H -8.219 -0.487 -5.995
H -1.943 4.046 4.277
O -1.330 -0.708 -2.649
N 0.533 -3.979 -0.179
H -6.893 -8.305 -5.374
Cl -0.310 -4.872 -2.231
Cl -2.510 -5.810 -3.732
C -2.453 -2.779 -2.345
C 1.129 0.400 1.162
Cl 2.338 6.514 -2.587
Cl -7.939 -6.342 -6.107
Cl 1.981 -3.123 3.478
H 1.934 -4.198 9.475
Cl -5.302 -3.732 0.379
Cl -11.450 8.332 -0.837
O 1.867 1.259 1.334
Cl 5.623 -1.078 2.139
Cl 8.837 -1.254 7.301
Cl -5.256 0.453 -0.419
Cl -3.139 3.789 1.207
Cl -5.239 -6.673 -5.092
Cl -5.800 0.242 4.795
Cl -6.848 -0.497 -4.095
C -10.755 7.697 0.656
H 0.006 -1.621 -0.491
H 0.141 -0.912 2.448
C 2.813 -4.738 9.801
Cl 2.430 4.233 -4.357
Si 2.672 -2.827 -0.830
Cl 3.819 1.264 -5.079
Cl -4.273 2.236 6.280
C -0.161 -0.024 -3.050
Cl 6.017 2.689 -2.986
C -2.651 5.010 0.006
N 0.194 0.089 2.271
H 4.448 0.931 2.395
Cl 0.123 6.024 -4.419
Cl 9.804 1.592 1.312
Cl 4.142 -5.021 3.096
H -3.192 1.269 0.363
Cl -2.891 -1.070 0.354
H 1.949 -5.443 3.806
H 4.049 -3.232 -0.556
Cl -0.826 4.725 6.221
C 1.366 5.293 -3.403
O -1.258 1.584 1.504
H -1.162 -2.250 -4.053
Cl 6.293 -2.470 -1.395
Cl 8.126 1.548 7.587
Cl -11.329 6.057 0.963
C 5.487 0.650 2.475
O -0.368 -3.651 0.465
C -6.894 -7.278 -5.035
C 8.823 0.327 6.515
C -7.473 -1.167 -5.604
H 3.839 3.363 -6.139
Cl 3.002 -4.634 5.738
H -2.325 -2.710 -1.261
Cl -7.514 -7.244 -3.379
Cl -0.885 5.141 -0.167
H -2.561 -3.822 -2.658
H 2.372 -3.382 -2.162
C -4.418 1.368 4.749
Cl 12.276 1.588 -0.210
H -3.014 5.971 0.349
Cl 7.954 4.823 -2.612
Cl -8.991 7.736 0.587
Cl -8.244 -2.731 -5.319
H 6.767 3.635 -0.978
C -3.483 0.471 -0.310
H 8.206 0.260 5.629
Cl 12.210 0.436 2.455
H -3.309 -2.192 -2.692
Cl -9.079 3.727 1.263
H 11.823 2.659 1.824
H 0.875 4.695 -2.646
Cl -2.766 0.788 -1.892
H -6.714 -4.544 -1.321
C 6.665 -0.869 -2.001
H -3.512 0.801 4.591
C 0.536 0.663 -1.834
Cl -0.129 -5.028 -5.173
Cl -3.397 4.654 -1.554
Cl 3.494 1.868 -7.903
O 2.582 -1.155 -0.877
C -1.041 0.599 2.011
H -0.219 1.344 -1.404
C 7.244 3.366 -1.912
Cl -2.528 6.305 4.477
Cl -6.183 -1.320 -6.798
C -1.211 -2.099 -2.963
C -0.760 -5.765 -3.695
Cl 4.151 -4.316 8.729
H -0.356 -6.767 -3.619
Cl 5.107 -0.056 -2.197
H 7.236 -0.331 -1.256
Cl -8.118 1.020 1.704
H 0.526 -0.656 -3.627
Cl -6.126 -2.412 -2.095
C -5.801 -3.962 -1.306
Si 1.046 -0.585 -0.501
C -1.409 4.942 4.569
H 1.376 1.289 -2.162
C 2.671 -4.661 4.005
Cl -0.059 5.169 3.454
Cl 3.172 -4.261 11.462
Cl -4.600 2.507 3.394
C -7.654 2.690 1.360
Cl -6.714 2.781 -0.133
Cl -4.560 -4.817 -2.190
Cl 6.407 1.586 1.290
Cl 6.035 1.010 4.115
C 11.563 1.697 1.403
Cl 10.453 0.791 6.020
F -2.058 -0.140 2.456
Cl 5.980 2.526 -6.560
H -11.077 8.328 1.474
Cl 2.466 -6.467 9.711
Cl 7.611 -0.913 -3.490
*
```


Below is a structure of composition C25H32F10N3O4PSTa, with properties calculated with ωB97M-V/def2-TZVPD.

The value obtained for the orbital gap is 6.077 eV. The calculation puts the energy relative to the best compared isomer or geometry (same formula, charge and spin) at 0.00 kJ/mol.

```
! RIJCOSX wB97M-V def2-TZVPD def2/J DEFGRID3
* xyz 3 1
H 3.556 -1.382 3.357
C -0.081 4.235 -0.309
C 1.565 -3.563 -2.045
F 1.102 1.810 -6.806
H -3.881 -1.409 1.170
H 2.044 -3.486 -1.070
C -1.673 0.976 -4.646
H -2.777 -1.847 -2.212
C 2.307 4.588 -0.604
F 1.486 1.027 -0.556
F -1.289 4.768 -0.187
C -1.009 0.422 -3.554
H 0.566 2.993 4.549
H 5.096 -1.212 2.523
F 2.448 0.769 -4.659
C 1.407 2.426 -0.500
F 0.971 -0.172 -2.489
C -2.776 0.929 0.895
H 0.289 -3.638 3.439
O -0.259 -2.097 -0.870
O -0.078 -1.915 2.389
H -3.734 0.921 -1.367
C -3.556 -0.134 -1.177
H -2.147 -1.661 1.518
H -0.307 1.651 2.556
C 0.110 2.857 -0.323
C -2.885 -0.767 -2.370
H -0.383 -1.037 4.928
C 0.395 -2.575 3.637
H 1.820 1.775 4.763
H -0.753 -5.578 -1.367
H 3.354 0.147 1.373
Ta -0.483 -0.103 -0.694
F 0.825 6.381 -0.427
C 0.369 0.393 -3.628
H -1.484 -2.410 4.681
C 0.719 1.627 2.930
O 2.031 -1.461 1.095
P 0.722 -0.779 1.663
C 3.410 -0.935 1.257
O 1.249 0.269 2.700
C 0.809 1.940 4.396
H 1.707 -4.554 -2.481
H -2.125 2.943 1.043
F 3.722 2.692 -0.803
C -2.182 2.175 0.272
H 4.145 -2.677 2.288
H -2.772 2.592 -0.546
C -2.886 -1.504 0.736
N -2.576 -0.244 -0.022
C -0.566 -4.708 -0.736
H 0.256 -4.885 -0.046
H -4.498 -0.600 -0.888
F 3.319 5.410 -0.733
H -3.840 1.040 1.114
C 0.440 1.360 -5.770
H 0.112 1.344 4.983
H 3.894 -1.163 0.310
C 1.017 5.084 -0.444
H 1.916 -2.805 -2.742
H 1.453 -2.348 3.762
H -1.480 -4.445 -0.206
C 1.133 0.836 -4.682
F -2.994 1.096 -4.639
H -2.266 0.698 1.833
C 4.081 -1.599 2.426
H -0.067 -2.583 5.711
F -1.588 1.942 -6.769
C -0.441 -2.118 4.799
N -0.830 1.811 -0.202
H -2.880 -2.341 0.042
N -1.571 -0.126 -2.387
S -0.188 -3.352 -1.829
C -0.953 1.425 -5.747
H -3.446 -0.642 -3.291
H 1.337 2.294 2.329
C 2.523 3.212 -0.641
*
```